The following is a quantum chemistry calculation of a structure of composition C18H37FeO2P3, from the Open Molecules 2025 dataset.

LUMO (alpha / beta)	-9.10 / -12.44	eV
total charge	+3
HOMO-LUMO gap (alpha / beta)	8.318 / 4.973	eV
multiplicity	6
<S²>	8.8090

Element x y z (Å)
Fe 0.7528 -1.4240 -0.6546
P -1.1236 -0.9568 0.3863
P 2.4790 -2.2937 0.1793
P -0.3095 -1.3618 -2.7129
H 1.4478 2.8733 -1.7951
C 0.4301 2.8858 -2.2868
C -0.7325 2.9720 -1.5970
H -0.7277 2.5842 -0.5489
C -1.2981 -0.2449 2.0615
C -1.6609 -2.6760 0.7510
C -2.6341 -0.1841 -0.3129
C 4.0522 -1.4480 0.3086
C 2.1907 -2.5804 1.9343
C 2.4671 -3.7786 -0.8736
C -1.4131 -0.0408 -3.3458
C -1.2372 -2.9293 -2.5079
C 0.5741 -1.9002 -4.2664
H 0.4289 2.6895 -3.3823
H -1.7019 3.2761 -2.0081
H -1.2477 0.8547 2.0024
H -0.5767 -0.6796 2.7711
H -2.3149 -0.5224 2.3740
H -1.0336 -3.0653 1.5632
H -1.6307 -3.3351 -0.1237
H -2.6874 -2.5390 1.0952
H -2.4065 0.8306 -0.6723
H -3.3650 -0.1220 0.5059
H -3.0626 -0.8103 -1.1083
H 4.6645 -1.7458 -0.5449
H 4.5963 -1.6511 1.2228
H 3.8768 -0.3674 0.3461
H 3.1345 -2.8157 2.4394
H 1.4610 -3.3741 2.0674
H 1.7655 -1.6639 2.3678
H 3.1402 -4.5358 -0.4845
H 2.7045 -3.5341 -1.9126
H 1.4482 -4.1813 -0.9351
H -1.8022 -0.3209 -4.3364
H -0.8810 0.9202 -3.4003
H -2.2810 0.1006 -2.6951
H -1.4437 -3.3371 -3.4999
H -2.1838 -2.7706 -1.9808
H -0.6123 -3.6475 -1.9581
H -0.1549 -2.4755 -4.8648
H 1.4044 -2.5501 -3.9491
H 0.9685 -1.0472 -4.8258
C 3.7816 -0.0178 -2.9774
C 5.0378 -0.2901 -2.4350
C 6.1412 -0.3655 -3.2607
C 6.0179 -0.0696 -4.6138
C 4.8386 0.4799 -5.0562
C 3.7529 0.6683 -4.2206
O 2.6046 -0.4822 -2.5621
H 2.3732 -0.5996 -1.5312
H 5.2249 -0.5429 -1.3813
H 7.0880 -0.5876 -2.8152
H 6.8257 -0.2658 -5.2945
H 4.7653 0.8527 -6.0678
H 2.8440 1.1437 -4.5225
O 1.6527 0.9351 0.8020
C 1.3540 0.1576 -0.0449

Cartesian forces (eV/Å) of the 3 atoms listed first:
-2.65 -0.08 -2.42
-3.06 -0.34 2.13
2.20 -1.88 1.76

***

The following is a quantum chemistry calculation of the molecule C5H9NO, from the Open Molecules 2025 dataset.

LUMO	0.94	eV
HOMO-LUMO gap	10.624	eV
energy above the lowest of the compared OMol25 structures with the same formula, charge and spin	304.6	kJ/mol
multiplicity	1

Element x y z (Å)
O -2.1120 -0.7614 1.2552
C -1.3774 -0.7529 0.0560
C 0.1272 -1.0922 0.1889
C 0.4635 0.2787 -0.4048
C 1.8421 0.6999 -0.7721
N 1.1435 1.3401 0.3212
C -1.0275 0.6264 -0.5656
H -1.5349 -0.4118 1.9472
H -1.9178 -1.3981 -0.6398
H 0.4227 -1.9770 -0.3870
H 0.4997 -1.2280 1.2126
H 2.1115 1.3024 -1.6348
H 2.6208 -0.0016 -0.4677
H 1.4392 1.0364 1.2396
H -1.2164 1.4214 0.1636
H -1.4842 0.9178 -1.5126

Cartesian forces (eV/Å) of the 3 atoms listed first:
0.03 0.16 0.19
-0.01 -0.14 -0.33
0.05 -0.01 0.14

***

The following is a quantum chemistry calculation of a structure of composition C7H13NOS2, from the Open Molecules 2025 dataset.

LUMO	0.41	eV
HOMO-LUMO gap	8.056	eV
energy above the lowest of the compared OMol25 structures with the same formula, charge and spin	482.4	kJ/mol
multiplicity	1

Element x y z (Å)
C 0.3033 -1.3899 -2.4456
C 1.3109 -0.5248 -2.6892
C -0.1932 -1.7011 -0.0904
C -0.8507 -1.4711 -1.4401
C 0.8706 1.3921 -0.4246
C -0.5222 1.8897 -0.7704
C 1.2499 0.4970 3.1119
N 0.3975 0.1865 1.9726
O 2.2623 -0.5126 0.5500
S 1.7739 1.0305 -1.9052
S 0.8467 -0.1678 0.3761
H 0.2165 -2.3155 -3.0109
H 1.9743 -0.7511 -3.5613
H 0.5576 -2.5118 -0.0842
H -0.9721 -1.8602 0.6235
H -1.5452 -2.2862 -1.7078
H -1.2177 -0.4349 -1.3603
H -1.1395 1.4815 -1.5435
H -0.4572 2.8908 -1.0575
H -1.1403 1.9495 0.1116
H 0.8962 1.3103 3.6893
H 1.1966 -0.3306 3.9128
H 2.2278 0.5215 2.7423
H -0.5220 0.4634 1.9334

Cartesian forces (eV/Å) of the 3 atoms listed first:
-0.39 -0.79 -0.66
-0.91 0.05 -0.16
0.43 0.20 -0.02

***

In eV/Å, the max |F| values for the records above are, in order, 8.86 0.63 5.13.